# 1
C30H24MnN5S2Se2 | ωB97M-V/def2-TZVPD

```
64
Properties=species:S:1:pos:R:3:forces:R:3
Mn -0.4113 -0.2043 -0.1017 0.416 -0.053 -0.600
C -4.7661 -0.8942 -0.1777 -0.478 -0.103 0.210
C -3.4459 -0.7622 -0.6085 0.530 0.168 0.080
N -2.4278 -0.6576 0.2256 -0.656 0.358 0.018
C -2.6847 -0.6970 1.5610 -0.185 -0.076 0.170
C -3.9961 -0.7669 2.0889 0.321 -0.012 -0.187
C -5.0516 -0.8778 1.1633 0.146 0.021 -0.292
C -4.1718 -0.7077 3.4865 0.061 0.064 0.378
C -3.0755 -0.5399 4.2962 -0.485 -0.030 -0.077
C -1.7717 -0.5128 3.7898 0.251 -0.032 -0.333
C -1.5396 -0.6689 2.4254 0.084 -0.012 0.268
N -0.3565 -0.7604 1.7531 0.154 -0.150 0.718
C 0.8571 -1.0531 2.2901 -0.407 -0.003 0.261
C 1.1650 -1.4725 3.5853 -0.166 0.052 -0.219
C 2.4930 -1.6831 3.9687 0.377 -0.012 -0.172
C 3.5412 -1.5184 3.0957 0.011 -0.096 0.376
C 3.2748 -1.2021 1.7486 -0.298 -0.057 -0.091
C 4.2697 -1.1165 0.7560 -0.159 0.119 -0.325
C 3.8986 -0.8678 -0.5412 0.517 -0.168 0.247
C 2.5497 -0.7080 -0.8507 -0.653 0.046 -0.043
N 1.5852 -0.7697 0.0474 0.581 0.626 0.089
C 1.9335 -0.9973 1.3430 0.263 -0.103 -0.015
H -5.5556 -0.9809 -0.9125 0.020 0.024 -0.007
H -3.2100 -0.7054 -1.6634 -0.001 0.050 -0.031
H -6.0746 -0.9342 1.5150 -0.004 -0.015 0.027
H -5.1699 -0.7601 3.9039 0.000 0.020 -0.021
H -3.2236 -0.4327 5.3643 0.031 0.007 0.006
H -0.9488 -0.3207 4.4603 -0.066 -0.047 -0.006
H 0.3757 -1.6558 4.2961 0.090 0.031 0.007
H 2.7009 -1.9779 4.9905 -0.025 0.006 0.013
H 4.5650 -1.6494 3.4240 -0.004 -0.021 -0.034
H 5.3110 -1.2511 1.0218 0.002 -0.015 0.027
H 4.6345 -0.8123 -1.3323 -0.007 0.051 0.003
H 2.2337 -0.5312 -1.8703 0.003 0.068 0.019
C 1.2474 -3.9286 -0.5684 -0.199 0.038 -0.039
Se -0.6201 -3.3822 -0.6983 0.080 0.002 -0.167
C -0.7333 -3.4017 -2.6661 0.057 0.023 0.301
C 0.0424 -2.2857 -3.3297 0.022 0.345 0.225
Se -0.5887 -0.5074 -2.6337 0.163 -0.514 -0.880
C 0.5753 0.4783 -3.8461 -0.093 0.004 0.114
H 1.3969 -4.8457 -1.1345 0.013 -0.025 0.033
H 1.4460 -4.1032 0.4867 0.030 -0.006 0.007
H 1.8976 -3.1370 -0.9288 0.019 -0.066 -0.012
H -1.7982 -3.3157 -2.8849 -0.013 -0.029 0.001
H -0.3906 -4.3856 -2.9894 -0.053 -0.010 -0.023
H -0.1494 -2.2817 -4.4049 0.065 -0.022 -0.004
H 1.1173 -2.3864 -3.1628 -0.006 -0.032 -0.015
H 0.2121 0.3392 -4.8617 0.021 0.008 -0.011
H 1.6013 0.1240 -3.7615 -0.008 -0.010 -0.024
H 0.5086 1.5244 -3.5633 -0.025 0.007 0.037
S 0.3590 1.9475 0.8456 -0.131 -0.509 0.090
C 0.3175 3.2693 -0.2672 0.047 -0.058 -0.043
C 1.0954 4.4000 0.0004 -0.057 0.060 -0.169
C 1.1250 5.4881 -0.8637 -0.230 -0.288 -0.122
C 1.9086 6.6304 -0.5265 0.191 0.279 0.088
N 2.5359 7.5483 -0.2256 -0.009 -0.056 -0.031
C 0.3726 5.4470 -2.0540 0.081 -0.176 0.321
C -0.4249 4.3360 -2.3131 0.093 0.126 0.063
C -0.5018 3.2612 -1.4272 -0.046 -0.092 -0.028
S -1.6186 1.9650 -1.7333 -0.242 0.078 0.040
C 0.4228 6.5290 -2.9789 0.002 0.252 -0.272
N 0.4667 7.3939 -3.7390 -0.027 -0.061 0.044
H 1.6891 4.4214 0.9043 0.011 0.006 0.003
H -1.0193 4.3077 -3.2167 -0.021 0.020 0.009
```
Forces are in eV/Å.

Computed properties:
- frontier orbital gap (spin up / spin down) (eV) = 5.6 / 5.6
- relative energy (zero: lowest compared OMol25 entry of this formula, charge and spin) (kJ/mol) = 180.4
- multiplicity = 2
- E_tot (hartree) = -8181.71106
- charge = -1
- LUMO energy (spin up / spin down) (eV) = 1.978 / 1.964

***

# 2
C30H24N5O2Ru | ωB97M-V/def2-TZVPD

```
62
Properties=species:S:1:pos:R:3:forces:R:3
Ru 0.4306 -0.0006 1.1228 3.615 1.016 -0.047
O 1.8886 0.0660 4.8621 0.327 0.025 -1.045
C 1.7090 0.0878 3.6503 -1.101 0.073 1.536
O 0.5326 0.2249 3.1025 -0.281 -0.129 -0.054
C 2.8230 -0.0077 2.6825 0.906 -0.076 -1.930
C 4.1682 -0.0123 3.0545 -0.736 -0.044 0.250
C 5.1471 -0.0159 2.0902 -0.318 0.003 -1.392
C 4.7499 -0.0087 0.7331 0.667 -0.035 1.252
C 3.4128 -0.0273 0.4299 -0.529 -0.056 -0.296
N 2.4509 -0.0345 1.3587 1.356 0.094 1.726
H 4.3956 -0.0097 4.1087 -0.022 0.022 0.115
H 6.1946 -0.0197 2.3479 0.074 0.020 0.065
H 5.4797 0.0117 -0.0603 0.043 -0.027 -0.065
H 3.0794 -0.0353 -0.6028 0.002 0.005 0.118
C 0.5484 -2.7305 -4.0621 0.005 -0.019 0.253
C 0.6120 -3.1175 -2.7322 -0.001 -0.157 -0.402
C 0.6531 -2.1803 -1.7229 0.028 0.718 0.394
C 0.6104 -0.8095 -2.0151 0.021 -1.349 -2.171
C 0.5706 -0.4286 -3.3731 0.012 0.070 0.423
C 0.5444 -1.3766 -4.3690 -0.012 -0.097 -0.163
N 0.6208 0.1472 -1.0312 -0.716 3.659 1.550
N 0.6413 1.3901 -1.4642 0.327 -3.204 -0.989
C 0.6584 2.3477 -0.5414 -0.168 1.265 2.603
C 0.5714 3.7063 -0.8955 0.231 -0.320 -0.302
C 0.5270 4.6745 0.0838 -0.026 0.281 -0.338
C 0.5929 4.3291 1.4289 0.332 -0.709 -0.026
C 0.7157 2.9876 1.7896 0.126 0.855 0.583
C 0.6968 1.9902 0.8435 -1.252 -0.753 -1.231
H 0.5062 -3.4708 -4.8454 0.021 -0.075 -0.094
H 0.6349 -4.1642 -2.4680 -0.001 -0.090 0.012
H 0.7421 -2.5160 -0.7056 -0.091 0.025 0.075
H 0.5648 0.6250 -3.6048 -0.030 -0.042 -0.112
H 0.5228 -1.0623 -5.4019 -0.040 0.056 -0.087
H 0.5465 3.9515 -1.9460 -0.034 0.180 -0.136
H 0.4638 5.7163 -0.1947 -0.073 0.053 -0.070
H 0.5654 5.0894 2.1955 -0.006 0.101 0.027
H 0.8045 2.7358 2.8400 -0.210 -0.062 0.020
C -2.5715 0.8658 1.1925 -0.494 0.457 -0.177
N -1.5537 -0.1553 1.1300 -1.301 -2.702 0.331
C -1.9399 -1.4306 1.1963 0.274 2.414 -0.028
C -0.9559 -2.4206 1.2696 0.712 -1.630 0.013
C -1.0160 -3.8304 1.2782 -0.088 0.814 -0.019
C 0.2937 -4.2769 1.4198 0.181 0.168 -0.076
C 1.1075 -3.1404 1.5009 -0.182 -0.068 0.007
N 0.3695 -2.0290 1.3897 -1.239 -0.420 -0.022
C -3.3929 0.8917 -0.0777 0.007 0.073 0.208
C -2.7493 0.9732 -1.3052 -0.031 0.054 -0.066
C -3.4781 1.0153 -2.4783 0.078 0.035 -0.021
C -4.8622 0.9839 -2.4365 -0.130 -0.036 -0.034
C -5.5082 0.8876 -1.2160 -0.138 0.019 -0.095
C -4.7777 0.8334 -0.0406 0.118 0.054 0.016
H -2.0763 1.8357 1.3265 -0.083 -0.224 0.072
H -3.2336 0.6961 2.0524 0.159 0.095 -0.094
H -2.9914 -1.6873 1.2371 -0.146 0.019 -0.053
H -1.9067 -4.4186 1.1843 -0.198 -0.196 0.006
H 0.6369 -5.2932 1.4305 0.035 -0.198 0.121
H 2.1736 -3.0963 1.6401 0.172 0.037 -0.044
H -1.6723 1.0125 -1.3406 0.004 -0.009 -0.012
H -2.9611 1.0827 -3.4236 0.037 0.005 -0.119
H -5.4346 1.0312 -3.3517 -0.044 -0.013 -0.052
H -6.5867 0.8600 -1.1750 -0.112 -0.024 -0.017
H -5.2879 0.7584 0.9094 -0.041 -0.002 0.105
```
Forces are in eV/Å.

Computed properties:
- frontier orbital gap (spin up / spin down) (eV) = 6.4 / 6.3
- multiplicity = 2
- E_tot (hartree) = -1676.75830
- charge = 0
- LUMO energy (spin up / spin down) (eV) = -1.342 / -1.354

***

# 3
C30H25As2CuF12N5O10 | ωB97M-V/def2-TZVPD

```
85
Properties=species:S:1:pos:R:3:forces:R:3
Cu -26.7221 -15.8908 -19.8667 -0.316 0.074 0.318
As -27.8455 -15.0333 -15.8668 0.288 -0.543 0.371
F -27.5314 -15.5858 -17.5452 -0.350 0.233 0.542
F -26.4969 -13.8806 -16.1033 -0.787 -0.721 0.269
F -28.0859 -14.4689 -14.2192 0.158 -0.034 -0.735
F -29.2416 -16.1037 -15.7071 0.732 0.483 -0.328
F -26.8083 -16.3094 -15.2741 -0.410 0.937 -0.395
F -28.9415 -13.7970 -16.4612 0.322 -0.177 -0.065
As -24.5217 -18.6644 -18.1160 0.151 0.238 1.688
F -25.1448 -18.2293 -16.4928 0.862 -0.302 -1.855
F -25.9198 -19.6964 -18.2830 0.379 0.317 -0.386
F -23.9342 -19.0302 -19.7285 -0.431 -0.107 0.281
F -23.1542 -17.5867 -17.9294 -0.426 -0.180 0.024
F -23.5905 -19.9901 -17.4736 -0.301 0.355 -0.162
F -25.4070 -17.2955 -18.8691 -0.121 -0.206 0.149
C -20.1701 -14.7663 -20.6668 0.155 0.372 -0.126
C -20.4688 -13.3852 -20.6296 0.471 -1.066 0.701
C -21.7606 -12.9747 -20.4248 -0.922 0.743 -0.319
C -22.7843 -13.9041 -20.3936 0.412 -1.574 -0.202
C -22.4840 -15.2667 -20.4897 -0.495 -0.329 0.251
C -21.1743 -15.7226 -20.6328 -0.400 1.183 0.464
N -24.1922 -13.5062 -20.1608 1.424 0.565 0.618
O -25.0178 -14.3834 -20.0994 -0.552 -0.180 -0.266
O -24.3857 -12.3217 -19.9618 -0.472 -0.246 -0.271
H -19.1407 -15.1006 -20.6492 0.088 0.147 -0.201
H -19.6860 -12.6437 -20.5547 0.146 -0.098 -0.249
H -22.0151 -11.9314 -20.2947 0.096 0.024 -0.031
H -23.2327 -16.0338 -20.3316 -0.308 0.256 -0.144
H -20.9942 -16.7842 -20.5556 0.157 0.002 -0.188
C -33.4469 -14.4838 -21.3176 -0.567 0.566 0.053
C -33.6368 -15.8397 -21.1200 1.294 -0.282 1.150
C -32.5711 -16.5389 -20.5534 0.155 -0.352 -0.305
C -31.3199 -15.9489 -20.3384 -1.112 0.097 0.060
C -31.1677 -14.5837 -20.4877 -0.034 0.530 -0.707
C -32.2354 -13.8670 -21.0195 -0.137 -0.409 0.135
N -30.2176 -16.8091 -19.9196 0.482 -0.495 0.652
O -29.0936 -16.3541 -19.9344 0.134 0.567 -0.288
O -30.4667 -17.9446 -19.5768 -0.341 -0.097 -0.145
H -34.2931 -13.8521 -21.5609 0.060 -0.044 -0.463
H -34.5423 -16.4166 -21.2329 -0.304 0.500 -0.246
H -32.7531 -17.5628 -20.2596 0.414 -0.125 -0.169
H -30.2914 -13.9977 -20.2504 0.374 -0.647 0.080
H -32.1048 -12.8091 -21.1976 -0.126 0.063 0.139
C -28.0507 -21.5637 -21.3406 0.234 -0.529 0.626
C -27.5396 -21.5722 -22.6407 0.275 0.690 0.567
C -26.8663 -20.4421 -23.0762 0.409 0.163 -0.693
C -26.7523 -19.3002 -22.2768 -0.709 -0.564 1.375
C -27.1474 -19.3644 -20.9466 -0.011 -0.855 0.357
C -27.7335 -20.5549 -20.4573 -0.130 1.535 -0.847
N -26.1522 -18.0522 -22.7587 0.797 -1.070 0.394
O -26.0463 -17.9391 -23.9600 -0.078 0.515 -0.535
O -25.6913 -17.2754 -21.9403 -0.384 0.189 -0.188
H -28.6038 -22.3887 -20.9085 0.056 -0.279 -0.382
H -27.5587 -22.4650 -23.2477 -0.200 0.060 -0.121
H -26.3279 -20.4751 -24.0142 -0.282 0.197 -0.186
H -26.9612 -18.5855 -20.2219 0.017 0.216 -0.273
H -28.0074 -20.5824 -19.4136 -0.044 -0.108 -0.015
C -27.2476 -9.1511 -18.1797 0.822 0.500 -0.882
C -27.3921 -9.0350 -19.5710 -0.540 -0.358 0.211
C -27.7183 -10.1527 -20.3168 0.470 -0.570 0.400
C -27.7739 -11.3909 -19.6557 0.671 0.323 0.202
C -27.5287 -11.5418 -18.2915 -0.043 0.223 -0.737
C -27.2776 -10.3828 -17.5694 -0.669 -0.233 0.526
N -27.9051 -12.6169 -20.4446 -0.601 -0.363 -0.162
O -27.9420 -13.6753 -19.8436 0.218 0.035 0.171
O -28.0389 -12.5351 -21.6516 0.101 0.447 -0.098
H -26.9226 -8.2859 -17.6165 -0.312 0.083 0.117
H -27.2913 -8.1055 -20.1136 0.061 0.203 0.305
H -27.7835 -10.0756 -21.3917 -0.209 -0.235 -0.004
H -27.4852 -12.5234 -17.8375 -0.154 0.077 0.046
H -27.1974 -10.4408 -16.4922 0.311 -0.133 -0.014
C -26.5593 -13.7686 -26.9716 0.515 -0.050 0.079
C -27.9364 -13.7516 -26.7954 0.582 0.012 -0.197
C -28.4408 -14.2488 -25.6245 -1.470 -0.362 0.495
C -27.6377 -14.6954 -24.5948 0.356 0.803 -0.560
C -26.2660 -14.5446 -24.6896 1.175 -0.856 -1.197
C -25.7155 -14.1616 -25.9331 -1.231 0.239 0.244
N -28.2258 -15.2813 -23.3950 0.902 -0.522 0.702
O -27.5315 -15.1922 -22.4030 0.002 -0.023 0.193
O -29.2695 -15.8980 -23.4403 -0.368 0.351 -0.499
H -26.1039 -13.5252 -27.9230 -0.143 0.202 -0.047
H -28.6165 -13.3942 -27.5552 0.083 -0.060 -0.109
H -29.5165 -14.3248 -25.5189 0.016 -0.029 0.169
H -25.5512 -14.9526 -23.9887 -0.417 0.152 0.539
H -24.6533 -14.1750 -26.1267 0.082 -0.056 0.328
```
Forces are in eV/Å.

Computed properties:
- frontier orbital gap (eV) = 8.2
- E_tot (hartree) = -9494.68080
- charge = -1
- LUMO energy (eV) = 1.298